Here is a 2-piece molecular cluster, C6H8N5O overall from the Open Molecules 2025 dataset. Energies are from wB97M-V/def2-TZVPD.

```
20
Properties=species:S:1:pos:R:3:nbo_charge:R:1
C 2.835 -0.634 -0.248 -0.304
N 1.145 -1.573 -1.668 -0.419
H -0.390 0.420 0.470 0.445
C -1.551 -0.650 -1.762 0.198
C 0.408 -0.803 -1.052 0.525
H -3.385 0.915 0.013 0.208
C 1.849 0.179 0.337 0.142
H -1.759 0.073 1.969 0.425
H 3.115 -2.238 -1.717 0.244
N 0.563 -0.026 -0.001 -0.534
N -2.228 -1.559 -1.026 -0.136
H -1.683 1.609 1.490 0.419
C -2.426 0.362 -0.026 0.287
H 2.221 0.900 1.171 0.260
H -1.597 -0.490 -2.879 0.270
O -1.803 0.684 -1.171 -0.508
N -1.589 0.661 1.129 -0.825
C 2.413 -1.537 -1.196 0.137
H 3.888 -0.443 0.095 0.276
N -2.789 -1.006 -0.044 -0.109
```

Net charge ... +1
ΔE to the lowest compared entry with this formula, charge and spin ... 4.2274 eV
Orbital gap ... 8.869 eV


Here is a 2-piece molecular cluster, C6H8N5S overall from the Open Molecules 2025 dataset. Energies are from wB97M-V/def2-TZVPD.

```
20
Properties=species:S:1:pos:R:3:nbo_charge:R:1
N -1.819 -1.269 0.317 -0.426
H 0.454 3.058 0.488 0.245
H 0.880 -2.278 -1.319 0.234
C 1.404 2.715 0.069 -0.656
C -3.624 0.202 0.111 -0.342
N 0.805 0.208 -0.122 -0.236
C 1.613 1.236 -0.017 0.375
C 1.310 -2.330 -0.313 -0.402
N 2.883 -0.515 0.138 0.079
C -3.200 -1.081 0.356 -0.031
S -2.222 1.165 -0.350 0.501
N 2.851 0.763 0.069 -0.272
C -1.299 -0.228 -0.043 0.359
N 1.709 -0.941 -0.031 0.040
H -3.826 -1.784 0.854 0.252
H 1.550 2.924 -0.998 0.264
H -4.557 0.541 -0.043 0.254
H 2.160 3.049 0.751 0.273
H 2.251 -2.715 -0.365 0.247
H 0.677 -2.718 0.449 0.242
```

Net charge ... +1
ΔE to the lowest compared entry with this formula, charge and spin ... 3.2508 eV
Orbital gap ... 8.617 eV


Here is a 2-piece molecular cluster, C6H8N5S overall from the Open Molecules 2025 dataset. Energies are from wB97M-V/def2-TZVPD.

```
20
Properties=species:S:1:pos:R:3:nbo_charge:R:1
H 0.625 -2.337 0.443 0.244
C -3.428 0.074 -0.162 -0.404
H 1.433 2.859 1.457 0.269
C -1.137 -0.243 0.071 0.344
N -1.675 -1.154 0.683 -0.427
N 3.023 0.652 0.154 -0.238
C 1.869 1.181 0.180 0.360
C 1.342 2.570 0.403 -0.674
N 1.710 -0.883 -0.362 0.035
H 2.029 -2.879 -0.814 0.288
H 0.379 -2.019 -1.210 0.227
H -4.455 0.570 -0.282 0.296
H -3.827 -1.824 0.734 0.273
N 0.995 0.212 -0.064 -0.193
H 1.850 3.196 -0.405 0.271
C 1.167 -2.149 -0.538 -0.434
H 0.297 2.763 0.061 0.240
S -2.068 0.982 -0.697 0.528
C -3.079 -1.001 0.548 -0.052
N 2.951 -0.572 -0.201 0.046
```

Net charge ... +1
ΔE to the lowest compared entry with this formula, charge and spin ... 3.5515 eV
Orbital gap ... 8.426 eV


Here is an isolated ion of composition C6H8NO and charge +1 from the Open Molecules 2025 dataset. Energies are from wB97M-V/def2-TZVPD.

```
16
Properties=species:S:1:pos:R:3:nbo_charge:R:1
C 0.526 0.651 1.026 -0.225
C 0.088 -0.917 -1.677 0.049
H 0.608 -1.080 -2.684 0.242
H 0.807 1.376 1.856 0.277
C 1.192 -0.670 0.839 -0.221
N 1.060 -0.395 -0.643 -0.326
O -0.891 0.160 -1.874 -0.462
H 0.562 -1.612 1.209 0.259
C -0.919 0.810 0.461 -0.416
H -0.560 -1.940 -1.387 0.240
H -1.432 1.643 0.923 0.278
C 0.711 0.880 -0.459 0.390
H -0.977 2.086 -1.214 0.242
H 2.212 -0.778 1.278 0.273
C -0.665 1.169 -1.030 0.127
H -1.640 -0.033 0.518 0.272
```

Net charge ... +1
ΔE to the lowest compared entry with this formula, charge and spin ... 2.8969 eV
Orbital gap ... 9.529 eV


Here is an isolated ion of composition C6H8NO2 and charge +1 from the Open Molecules 2025 dataset. Energies are from wB97M-V/def2-TZVPD.

```
17
Properties=species:S:1:pos:R:3:nbo_charge:R:1
C -2.312 1.156 -0.119 -0.122
H 3.098 -1.358 0.280 0.243
H -0.998 -2.968 0.445 0.559
O -1.509 -2.482 -0.202 -0.573
C 0.173 0.955 0.084 0.068
C -1.040 1.685 -0.106 -0.228
H -0.859 2.810 -0.114 0.261
H 2.177 -0.124 -0.875 0.174
N 0.135 -0.313 0.125 -0.084
H 2.064 -1.897 -1.322 0.210
H 1.140 1.427 0.316 0.230
H -3.690 -0.397 0.104 0.297
H -3.201 1.877 -0.180 0.267
O 1.130 -1.175 0.410 -0.372
C -1.854 -1.281 -0.097 0.722
C -2.652 -0.256 -0.036 -0.383
C 2.221 -1.241 -0.471 -0.267
```

Net charge ... +1
ΔE to the lowest compared entry with this formula, charge and spin ... 3.7409 eV
Orbital gap ... 8.875 eV


Here is C6H8Na2O6 as an isolated structure from the Open Molecules 2025 dataset. Energies are from wB97M-V/def2-TZVPD.

```
22
Properties=species:S:1:pos:R:3:nbo_charge:R:1
H -1.826 -0.879 0.892 0.167
H 2.530 -2.653 3.972 0.212
O -1.947 -1.741 -1.694 -0.556
C 2.546 -1.560 3.950 -0.106
H 2.946 -1.161 4.890 0.186
C -1.646 -0.115 0.114 -0.888
Na -1.082 -3.457 -5.115 0.957
O -2.540 -2.953 -3.439 -0.857
H 3.344 -1.707 1.902 0.201
O 2.345 0.057 2.303 -0.488
H -2.675 0.230 -0.099 0.161
H -0.090 -1.228 -0.916 0.159
H -0.865 0.027 -1.891 0.158
H 4.216 -0.522 2.942 0.199
C -1.611 -2.328 -2.855 0.958
O 0.091 0.143 2.336 -0.579
C 1.162 -0.071 2.954 0.929
Na -0.497 2.328 1.072 0.745
C 3.248 -0.981 2.717 -0.100
C -1.050 -0.727 -1.109 -0.115
O -0.490 -2.092 -3.378 -0.878
O 1.194 -1.099 3.803 -0.466
```

Net charge ... 0
ΔE to the lowest compared entry with this formula, charge and spin ... 1.4541 eV
Orbital gap (alpha / beta) ... 4.826 / 4.827 eV